No. 1
{"formula": "C64H56CaFGeO2P3S2", "method": "ωB97M-V/def2-TZVPD", "elements": ["C", "H", "C", "C", "C", "H", "H", "C", "S", "C", "C", "H", "H", "H", "C", "H", "C", "H", "C", "H", "C", "S", "H", "C", "H", "H", "H", "H", "H", "C", "H", "H", "C", "C", "H", "C", "H", "C", "C", "C", "C", "C", "C", "C", "C", "C", "C", "H", "C", "C", "H", "P", "H", "C", "H", "C", "C", "H", "C", "C", "C", "C", "H", "O", "C", "H", "H", "H", "C", "C", "H", "H", "C", "C", "C", "H", "H", "H", "H", "H", "C", "H", "H", "C", "Ge", "C", "C", "H", "C", "C", "H", "H", "H", "C", "C", "C", "H", "C", "H", "H", "C", "O", "C", "H", "C", "H", "H", "H", "C", "P", "H", "H", "C", "C", "Ca", "P", "C", "F", "H", "C", "C", "C", "H", "C", "H", "C", "H", "C", "H", "H"], "xyz": [[4.056, -2.621, -1.432], [-1.305, 3.368, -1.135], [-0.638, 3.740, -1.903], [3.517, -0.128, -3.747], [0.960, 3.987, 2.580], [-0.713, 4.715, -5.145], [3.952, -1.898, 1.433], [-3.302, -1.059, 1.903], [-1.414, -2.466, -1.108], [-2.525, -1.898, -2.373], [3.350, -4.930, 2.800], [0.535, -3.257, 3.629], [5.795, 2.321, -4.219], [-2.157, -1.363, 3.654], [3.282, 0.162, 4.265], [6.385, 6.100, 0.208], [4.803, 1.881, -2.378], [-0.083, 1.537, 2.661], [-1.605, -3.768, 1.605], [-1.388, -0.800, -6.415], [0.393, 4.621, 3.674], [-2.476, 0.784, -1.468], [-4.209, -3.322, -4.982], [0.771, -1.017, -3.210], [5.431, 2.545, 2.201], [2.042, -5.904, -1.355], [-0.603, -0.974, 6.871], [-1.912, 6.498, 2.056], [4.509, -5.967, -1.140], [-0.175, -2.055, -5.166], [-4.303, -0.893, 2.311], [5.792, -3.848, -1.175], [-0.208, 0.963, 3.577], [3.995, -5.020, -1.254], [-5.052, -0.979, -5.190], [1.053, 4.556, -3.937], [-1.103, 6.012, 4.343], [-2.509, -1.951, 2.809], [-1.106, 5.790, 2.209], [0.506, 4.252, 1.285], [2.994, 0.288, 2.897], [-0.312, 4.470, -4.170], [4.257, 6.319, 0.024], [4.274, 0.892, 4.880], [4.713, -3.834, -1.276], [1.522, -3.424, 3.231], [2.667, -2.576, -1.576], [4.639, -1.710, -1.458], [4.449, 0.652, -4.398], [3.796, 1.139, 2.120], [0.319, 1.076, -2.976], [1.811, -0.952, -1.696], [0.799, -1.881, 5.095], [-0.773, -0.854, -5.526], [-1.485, 2.447, 4.450], [1.568, 4.257, -2.684], [2.105, -4.680, 3.352], [1.576, -5.467, 3.875], [2.613, -4.984, -1.374], [-4.342, -1.245, -4.415], [-0.994, 1.493, 4.593], [4.800, 1.882, 2.771], [4.970, -4.111, 1.650], [-2.603, 0.188, 1.804], [3.426, -2.672, 1.982], [1.052, -3.080, -3.750], [-3.125, -2.772, 3.186], [-1.775, -4.459, 2.439], [-1.145, 0.795, 5.779], [3.869, 1.081, -1.697], [-2.619, -3.873, -3.178], [3.806, -5.907, 2.902], [5.391, 4.206, 0.217], [4.005, -3.923, 2.103], [-0.529, 5.163, 1.109], [2.636, 4.319, -2.519], [-4.203, 1.277, 2.518], [-0.720, -4.073, 1.053], [3.023, -0.919, -4.295], [-4.009, 1.283, 0.730], [1.949, -3.773, -1.523], [6.310, 3.636, 0.306], [2.713, -0.537, 4.863], [-1.157, 4.051, -3.154], [4.044, 1.567, 0.202], [-0.591, 0.267, -4.731], [3.042, 5.666, -0.042], [1.775, 3.283, 2.732], [-3.492, 1.295, 1.689], [5.078, 1.683, -3.716], [5.796, 2.385, 4.593], [-3.399, -1.508, 0.909], [-2.455, -3.780, 0.924], [3.179, 0.084, -2.402], [5.433, 5.587, 0.156], [-2.979, -0.570, -2.503], [4.680, 0.461, -5.438], [0.595, -2.136, -4.015], [0.865, -3.751, -1.578], [1.723, 4.851, -4.735], [0.293, -0.941, 4.930], [-1.369, -2.457, 2.118], [2.187, -2.397, 2.566], [0.762, 4.406, 4.670], [-0.498, -0.424, 5.943], [-2.217, 3.936, -3.334], [2.126, 6.236, -0.151], [4.293, 7.400, -0.031], [5.026, 1.782, 4.128], [1.412, 3.356, -0.036], [5.337, 2.658, -1.852], [-1.761, 1.197, 6.574], [-3.879, -2.551, -4.296], [-2.985, -2.858, -3.285], [-0.638, -0.289, 0.122], [1.538, -0.699, 2.312], [0.180, 0.186, -3.581], [5.762, 1.123, 0.262], [-4.237, 0.741, -3.621], [4.163, 3.533, 0.156], [2.992, 4.269, 0.023], [-0.651, 5.522, 3.490], [-0.318, -2.938, -5.776], [0.445, -0.255, 3.725], [-0.880, 5.409, 0.114], [-3.890, -0.282, -3.529], [-1.064, 1.206, -4.989], [0.719, 3.870, -1.644], [4.462, 0.766, 5.939], [-2.892, 2.203, 1.752]], "mulliken_charge": [-0.72, 0.65, -0.74, -0.25, -0.78, 0.40, 0.26, -0.70, -0.10, -0.08, -0.87, 0.25, 0.45, -0.08, -0.57, 0.44, -1.03, 0.22, -1.38, 0.35, -0.52, -0.28, 0.38, 1.02, 0.32, 0.46, 0.42, 0.45, 0.40, -0.71, 0.67, 0.47, -0.54, -0.69, 0.36, -0.75, 0.39, -0.42, -0.72, 0.48, 0.19, -0.70, -0.87, -0.95, -0.78, 0.00, 0.24, 0.42, -0.99, -0.03, -0.19, 2.45, 0.53, -0.76, 0.59, -0.82, -1.06, 0.43, -0.95, -0.68, -0.72, -0.71, 0.55, 0.62, -0.79, 0.39, 0.54, 0.31, -0.87, 0.14, 0.42, 0.40, -0.25, -0.62, -0.42, 0.25, 0.34, 0.22, 0.56, 0.36, -0.38, 0.57, 0.33, -0.85, 1.71, -0.29, -0.15, 0.14, -0.99, -0.84, 0.44, 0.03, 0.47, -0.49, -0.94, -0.23, 0.44, -0.31, 0.50, 0.44, -0.39, 0.72, 0.97, 0.46, -0.94, 0.40, 0.47, 0.41, -0.94, 2.26, 0.39, 0.39, -0.66, -0.61, 1.21, 1.35, -0.46, -0.51, 0.44, 0.57, -1.24, -0.65, 0.40, 1.15, 0.50, -0.58, 0.45, 0.56, 0.45, 0.13], "lumo_energy_ev": 0.35, "relative_energy_kcal_mol": 21.6, "gap_ev": 6.51}



No. 2
{"formula": "C64H57AsN3O5S2V", "method": "ωB97M-V/def2-TZVPD", "elements": ["H", "C", "C", "C", "C", "C", "H", "C", "C", "H", "C", "H", "H", "H", "H", "C", "C", "C", "C", "C", "C", "C", "C", "H", "C", "H", "H", "C", "H", "H", "H", "H", "H", "C", "H", "C", "H", "C", "C", "O", "C", "H", "H", "C", "S", "H", "H", "H", "H", "H", "C", "C", "C", "H", "C", "O", "C", "H", "C", "H", "C", "H", "H", "C", "H", "H", "H", "C", "C", "H", "C", "As", "C", "C", "C", "C", "H", "C", "H", "H", "C", "C", "H", "H", "O", "C", "C", "C", "H", "H", "H", "H", "C", "H", "V", "H", "N", "H", "O", "C", "H", "C", "C", "O", "H", "H", "H", "C", "C", "C", "N", "C", "C", "H", "C", "H", "H", "C", "C", "C", "C", "C", "H", "N", "H", "H", "S", "C", "C", "H", "C", "H", "C"], "xyz": [[-2.567, -0.186, 5.276], [2.679, 2.803, -7.350], [-3.542, -3.434, 5.441], [-0.369, 0.410, 4.078], [-5.475, -2.758, -2.122], [-0.277, 2.116, 0.497], [3.857, 3.932, -5.928], [3.195, -1.275, 3.183], [-1.197, -1.566, -4.317], [1.787, -2.442, -1.221], [2.718, -1.679, -2.996], [-2.190, 2.885, -0.037], [4.944, -0.446, 5.943], [3.307, -2.569, -3.162], [-3.264, -3.755, 0.427], [5.024, -2.774, 3.492], [4.402, 2.090, -4.374], [0.484, -3.076, 2.793], [-1.480, -3.733, -0.769], [-4.007, -0.974, -1.454], [-2.547, -4.019, 4.714], [-0.049, 0.884, 5.386], [0.796, 4.218, -0.977], [-5.127, 3.891, -2.577], [-3.576, 3.774, -4.061], [-4.353, -1.579, 6.198], [2.603, 3.621, -8.065], [-4.277, 3.331, -2.945], [5.066, 0.630, -5.837], [5.612, 2.271, -6.167], [2.394, 5.555, -1.519], [1.743, 2.246, -7.371], [-4.452, 1.822, -1.442], [-2.205, -1.427, -3.377], [1.362, 5.041, -2.861], [-2.225, -3.440, 0.524], [7.340, -3.015, 4.817], [3.558, -0.566, 4.318], [1.105, 2.267, 0.428], [0.823, 2.145, -4.805], [0.285, 2.743, 6.935], [-0.329, -0.916, -4.307], [0.933, -0.206, 8.454], [-2.552, -1.257, 5.124], [-1.030, 0.780, 1.423], [-1.943, 3.382, -5.400], [6.362, 1.347, -4.871], [3.471, -0.600, -4.691], [0.773, 6.237, -1.712], [-6.717, -1.097, 0.561], [2.011, 0.526, -3.587], [0.626, 1.869, 7.924], [6.585, -2.556, 5.454], [2.989, 0.303, 4.630], [-1.296, -2.560, -5.280], [-1.637, -4.769, -1.366], [-4.864, -0.636, -0.414], [-0.386, 4.235, 4.797], [-2.496, 3.045, -4.533], [-2.451, -4.207, -6.025], [-0.492, -3.834, 3.360], [0.405, 1.269, -2.388], [7.044, -1.728, 5.991], [1.858, -1.620, -1.916], [3.486, 2.143, -7.670], [2.702, 3.451, -0.349], [-5.718, -3.588, -2.771], [-0.049, 2.275, 5.640], [0.316, -0.003, 6.434], [4.740, 3.058, -3.991], [0.511, -1.688, 3.058], [-2.276, -0.202, -1.872], [-2.805, 1.432, -2.779], [5.416, 1.552, -5.372], [2.937, 3.347, -5.954], [-3.386, -3.292, -4.335], [-2.101, -1.907, 1.901], [-0.606, 1.324, 3.084], [-4.332, -4.038, 5.867], [-3.878, 4.684, -4.564], [-1.494, -1.840, 4.378], [1.107, 0.458, -2.541], [-2.930, -1.521, 0.578], [-1.759, -4.051, 1.296], [-2.515, 0.926, 1.385], [5.400, -2.095, 4.651], [0.649, 0.479, 7.666], [-3.891, 2.164, -2.304], [-4.610, 0.163, 0.273], [-0.845, 3.405, 2.533], [5.606, -3.626, 3.163], [0.883, 2.235, 8.909], [-0.582, 4.043, -0.885], [0.340, -1.068, 6.246], [-0.439, -1.032, -0.304], [-1.247, 4.724, -1.405], [1.032, -0.582, -1.705], [4.321, 1.431, -3.514], [1.879, -1.242, 0.877], [-6.039, -1.358, -0.241], [1.235, -3.512, 2.148], [-6.337, -2.415, -1.092], [-0.363, 3.173, 4.590], [-0.641, -2.783, -1.111], [2.117, 3.997, -5.652], [3.645, -2.890, 1.843], [0.269, 3.810, 7.122], [-1.122, 3.006, -0.141], [-3.548, -2.036, 5.638], [-0.430, -1.060, 3.825], [3.075, 2.282, -4.954], [-0.620, 2.714, 3.335], [-1.506, -3.238, 4.156], [-0.518, -2.668, -6.025], [3.923, -2.375, 2.753], [-1.258, 1.325, -4.275], [1.770, 1.586, 0.943], [-3.304, -2.287, -3.379], [1.627, 3.323, -0.300], [-2.113, 1.869, -3.898], [4.655, -0.990, 5.052], [1.931, 1.730, -4.488], [-4.220, -3.982, -4.337], [-2.101, -2.018, 0.891], [-0.524, -4.904, 3.188], [6.279, -3.301, 6.191], [1.782, -0.704, 2.287], [2.811, -0.582, -3.832], [-2.386, -3.423, -5.283], [-2.540, -5.090, 4.549], [1.368, 5.329, -1.808], [-7.250, -2.979, -0.950], [-4.301, -2.036, -2.315]], "mulliken_spin": [0.00, 0.00, 0.00, 0.00, 0.00, -0.02, 0.00, 0.00, 0.00, 0.00, 0.00, 0.00, 0.00, 0.00, 0.00, 0.00, 0.00, 0.00, 0.01, 0.00, 0.00, 0.00, 0.00, 0.00, 0.00, 0.00, 0.00, 0.00, 0.00, 0.00, 0.00, 0.00, 0.00, 0.00, 0.00, 0.00, 0.00, 0.00, 0.03, 0.00, 0.00, 0.00, 0.00, 0.00, -0.03, 0.00, 0.00, 0.00, 0.00, 0.00, -0.01, 0.00, 0.00, 0.00, 0.00, 0.01, 0.00, 0.00, 0.00, 0.00, 0.00, 0.00, 0.00, 0.03, 0.00, 0.00, 0.00, 0.00, 0.00, 0.00, 0.01, 0.02, -0.01, 0.00, 0.00, 0.00, 0.00, 0.00, 0.00, 0.00, 0.00, 0.02, 0.00, 0.00, 0.00, 0.00, 0.00, 0.00, 0.00, 0.00, 0.00, 0.00, 0.00, 0.00, 0.92, 0.00, 0.01, 0.00, 0.00, 0.00, 0.00, 0.00, 0.00, 0.01, 0.00, 0.00, 0.00, 0.00, 0.00, 0.00, 0.00, 0.00, 0.00, 0.00, 0.00, 0.00, -0.02, 0.00, 0.01, 0.00, 0.00, 0.00, 0.00, 0.02, 0.00, 0.00, 0.00, 0.01, 0.00, 0.00, 0.00, 0.00, 0.00], "multiplicity": 2, "lumo_energy_ev": [-2.32, -2.33], "relative_energy_kcal_mol": 0.0, "gap_ev": [7.19, 6.58], "s2": 0.76, "total_charge": 1}